No. 1
C14H33Cl2N4OP2Ru | the ωB97M-V functional and the def2-TZVPD basis

Computed properties:
Spin multiplicity = 6
Total charge = +2
E_HOMO (spin up / spin down) = -15.12 / -15.05 eV
Energy relative to the best compared isomer or geometry (same formula, charge and spin) = 0.199 eV

Geometry (Å):
1 C -1.663 0.007 -4.342
2 C -0.645 -0.106 -3.260
3 H -2.617 0.073 -3.857
4 H -1.629 -0.948 -4.879
5 H -1.529 0.854 -5.019
6 O -0.939 -0.296 -2.089
7 Cl 0.972 0.080 -3.643
8 Ru 0.325 0.076 1.317
9 P 0.248 -2.053 0.323
10 C -0.634 -3.564 1.055
11 C 0.197 -2.821 -1.360
12 H 0.393 -3.904 -1.254
13 H 2.206 -3.506 0.507
14 H 0.976 -2.355 -1.982
15 H 2.559 -1.798 0.011
16 H -1.710 -3.507 0.834
17 H -0.796 -2.668 -1.795
18 C 1.998 -2.443 0.705
19 H -0.269 -4.496 0.582
20 H 2.234 -2.159 1.738
21 H -0.501 -3.690 2.132
22 P 0.005 2.066 0.367
23 C -0.921 3.417 1.241
24 C 1.679 2.794 0.353
25 H 0.185 2.448 -2.053
26 H -0.669 3.803 -1.293
27 H -1.518 2.258 -1.538
28 C -0.552 2.711 -1.287
29 H 2.301 2.117 -0.243
30 H 1.688 3.791 -0.095
31 H -0.807 4.387 0.735
32 H -0.589 3.559 2.272
33 H 2.058 2.839 1.377
34 H -1.994 3.202 1.239
35 Cl 2.291 0.413 2.502
36 C -1.587 1.099 3.363
37 N -1.278 -0.220 2.640
38 C -2.649 -0.786 2.210
39 N -3.521 -0.973 3.368
40 C -3.735 0.332 4.043
41 N -2.454 0.914 4.530
42 C -1.805 -0.043 5.462
43 N -1.579 -1.364 4.838
44 C -0.710 -1.198 3.657
45 C -2.892 -1.873 4.357
46 H -2.140 1.721 2.659
47 H -0.646 1.562 3.660
48 H -2.511 -1.750 1.717
49 H -3.099 -0.046 1.538
50 H -4.378 0.158 4.909
51 H -4.179 1.033 3.317
52 H -0.832 0.375 5.777
53 H -2.475 -0.176 6.316
54 H -0.647 -2.181 3.187
55 H 0.280 -0.815 3.959
56 H -3.569 -1.970 5.201
57 H -2.722 -2.860 3.883


No. 2
C14H33N2O8 | the ωB97M-V functional and the def2-TZVPD basis

Computed properties:
Spin multiplicity = 1
Total charge = -1
E_HOMO = -4.02 eV
Energy relative to the best compared isomer or geometry (same formula, charge and spin) = 1.253 eV

Geometry (Å):
1 C -0.568 -1.673 -2.629
2 C 0.428 -0.885 -3.426
3 C 0.986 -1.542 -4.663
4 O 2.123 -0.810 -5.043
5 C 2.787 -1.346 -6.162
6 N -0.100 0.455 -3.849
7 H -0.196 1.076 -3.014
8 H 0.533 0.933 -4.494
9 H -1.009 0.412 -4.316
10 H -0.177 -2.552 -2.125
11 H -1.376 -1.965 -3.305
12 H -1.004 -1.026 -1.866
13 H 1.306 -0.605 -2.841
14 H 0.248 -1.634 -5.482
15 H 1.232 -2.602 -4.498
16 H 3.615 -0.751 -6.533
17 H 2.026 -1.521 -6.932
18 H 3.228 -2.321 -5.910
19 C -0.747 3.556 3.487
20 C 0.343 2.759 4.171
21 C -0.110 1.426 4.749
22 O -0.400 0.579 3.670
23 C -0.515 -0.763 4.152
24 N 1.331 2.413 3.103
25 H 1.872 3.221 2.810
26 H 2.047 1.626 3.337
27 H 0.805 1.989 2.323
28 H -0.302 4.317 2.849
29 H -1.465 4.011 4.173
30 H -1.374 2.921 2.860
31 H 0.755 3.349 4.990
32 H -0.961 1.563 5.429
33 H 0.715 0.973 5.315
34 H 0.420 -0.994 4.669
35 H -0.619 -1.346 3.242
36 H -1.370 -0.878 4.824
37 C -1.715 1.195 -0.192
38 C -0.630 2.184 -0.589
39 O -0.092 2.791 0.352
40 O -0.389 2.449 -1.796
41 H -1.313 0.444 0.488
42 H -2.143 0.648 -1.036
43 H -2.512 1.772 0.275
44 C 1.797 -0.187 1.157
45 C 2.556 -0.614 2.411
46 O 2.867 0.306 3.258
47 O 2.806 -1.800 2.581
48 H 1.580 -1.054 0.528
49 H 2.472 0.433 0.561
50 H 0.843 0.270 1.388
51 C -3.049 -2.521 0.088
52 C -2.855 -3.666 -0.908
53 O -3.297 -3.565 -2.092
54 O -2.231 -4.690 -0.517
55 H -3.754 -2.845 0.852
56 H -3.334 -1.630 -0.475
57 H -2.113 -2.284 0.602


No. 3
C14H33NOPtSSi4 | the ωB97M-V functional and the def2-TZVPD basis

Computed properties:
Spin multiplicity = 5
Total charge = +2
E_HOMO (spin up / spin down) = -14.03 / -14.63 eV

Geometry (Å):
1 Pt -0.295 -0.368 0.262
2 S -1.313 0.664 -1.620
3 C -2.167 -0.816 -1.849
4 C -3.094 -1.031 -2.862
5 C -3.669 -2.293 -2.953
6 C -3.305 -3.260 -2.035
7 C -2.378 -2.950 -1.033
8 N -1.818 -1.757 -0.937
9 H -3.341 -0.238 -3.554
10 H -4.388 -2.513 -3.730
11 H -3.730 -4.254 -2.075
12 H -2.086 -3.691 -0.300
13 C -0.277 -2.412 4.901
14 Si -1.148 -1.603 3.477
15 C -2.334 -2.723 2.620
16 C -1.819 0.087 3.805
17 Si 0.911 -1.331 1.990
18 Si 2.257 -3.289 1.264
19 C 3.108 -4.066 2.709
20 C 3.364 -2.575 -0.035
21 C 0.894 -4.324 0.548
22 Si 2.678 0.117 3.116
23 C 3.326 -0.717 4.628
24 C 3.935 0.449 1.809
25 C 1.534 1.543 3.469
26 H -1.047 -2.699 5.628
27 H 0.421 -1.743 5.404
28 H 0.249 -3.320 4.604
29 H -3.171 -2.904 3.303
30 H -1.893 -3.691 2.377
31 H -2.730 -2.257 1.722
32 H -2.818 -0.015 4.242
33 H -1.916 0.656 2.880
34 H -1.207 0.650 4.508
35 H 3.880 -3.416 3.118
36 H 3.592 -4.996 2.398
37 H 2.400 -4.315 3.501
38 H 4.269 -2.143 0.390
39 H 2.856 -1.814 -0.630
40 H 3.660 -3.379 -0.715
41 H 0.189 -4.675 1.303
42 H 1.370 -5.205 0.104
43 H 0.357 -3.799 -0.244
44 H 3.871 -1.629 4.395
45 H 2.539 -0.946 5.347
46 H 4.028 -0.035 5.120
47 H 4.684 -0.342 1.760
48 H 4.452 1.379 2.069
49 H 3.480 0.591 0.830
50 H 1.067 1.444 4.449
51 H 0.746 1.652 2.723
52 H 2.134 2.459 3.472
53 O 1.297 1.798 0.115
54 H 1.067 2.577 0.641
55 H 1.287 2.108 -0.800


No. 4
C14H34AgCl3O9P2 | the ωB97M-V functional and the def2-TZVPD basis

Computed properties:
Spin multiplicity = 2
Total charge = +1
E_HOMO (spin up / spin down) = -11.93 / -11.93 eV
Energy relative to the best compared isomer or geometry (same formula, charge and spin) = 0.356 eV

Geometry (Å):
1 Ag 4.446 18.444 -13.697
2 C 4.991 20.690 -16.333
3 O 5.314 19.860 -15.297
4 H 5.791 21.404 -16.542
5 H 4.825 20.093 -17.250
6 H 4.017 21.166 -16.141
7 C 1.070 28.929 -22.302
8 C 1.031 28.805 -20.817
9 O 2.014 27.861 -20.327
10 P 1.756 26.308 -20.254
11 O 2.432 25.487 -21.253
12 O 2.170 25.941 -18.762
13 C 3.442 25.359 -18.531
14 C 3.332 23.881 -18.231
15 O 0.184 26.199 -20.228
16 C -0.408 24.947 -19.878
17 C -0.865 24.900 -18.434
18 H 0.285 29.601 -22.660
19 H 2.015 29.390 -22.604
20 H 0.951 27.999 -22.854
21 H 1.192 29.755 -20.310
22 H 0.023 28.540 -20.481
23 H 4.102 25.461 -19.399
24 H 3.980 25.915 -17.760
25 H 2.918 23.394 -19.115
26 H 4.313 23.475 -17.988
27 H 2.667 23.694 -17.380
28 H -1.281 24.822 -20.528
29 H 0.168 24.053 -20.141
30 H -1.232 23.903 -18.188
31 H -0.056 25.140 -17.741
32 H -1.636 25.646 -18.240
33 C -0.376 17.546 -11.799
34 C 0.055 18.801 -12.534
35 O -0.167 18.677 -13.957
36 P 0.949 18.959 -15.024
37 O 2.331 18.712 -14.576
38 O 0.725 20.440 -15.506
39 C 0.727 21.514 -14.546
40 C 1.158 22.792 -15.198
41 O 0.557 18.125 -16.260
42 C -0.841 17.979 -16.655
43 C -1.304 16.575 -16.427
44 H -1.044 16.915 -12.379
45 H 0.502 16.943 -11.566
46 H -0.877 17.840 -10.880
47 H -0.509 19.668 -12.188
48 H 1.103 19.032 -12.337
49 H -0.249 21.640 -14.073
50 H 1.448 21.289 -13.750
51 H 1.111 23.592 -14.451
52 H 2.193 22.766 -15.545
53 H 0.527 23.146 -16.012
54 H -1.468 18.726 -16.170
55 H -0.879 18.233 -17.715
56 H -0.702 15.861 -16.979
57 H -1.331 16.344 -15.363
58 H -2.337 16.511 -16.781
59 C 6.854 24.367 -15.906
60 Cl 7.051 24.177 -17.639
61 Cl 5.898 25.795 -15.517
62 Cl 8.434 24.464 -15.105
63 H 6.352 23.508 -15.482


What is the total charge in the second record?
-1


What did the second record say?
C14H33N2O8 | the ωB97M-V functional and the def2-TZVPD basis

Computed properties:
Spin multiplicity = 1
Total charge = -1
E_HOMO = -4.02 eV
Energy relative to the best compared isomer or geometry (same formula, charge and spin) = 1.253 eV

Geometry (Å):
1 C -0.568 -1.673 -2.629
2 C 0.428 -0.885 -3.426
3 C 0.986 -1.542 -4.663
4 O 2.123 -0.810 -5.043
5 C 2.787 -1.346 -6.162
6 N -0.100 0.455 -3.849
7 H -0.196 1.076 -3.014
8 H 0.533 0.933 -4.494
9 H -1.009 0.412 -4.316
10 H -0.177 -2.552 -2.125
11 H -1.376 -1.965 -3.305
12 H -1.004 -1.026 -1.866
13 H 1.306 -0.605 -2.841
14 H 0.248 -1.634 -5.482
15 H 1.232 -2.602 -4.498
16 H 3.615 -0.751 -6.533
17 H 2.026 -1.521 -6.932
18 H 3.228 -2.321 -5.910
19 C -0.747 3.556 3.487
20 C 0.343 2.759 4.171
21 C -0.110 1.426 4.749
22 O -0.400 0.579 3.670
23 C -0.515 -0.763 4.152
24 N 1.331 2.413 3.103
25 H 1.872 3.221 2.810
26 H 2.047 1.626 3.337
27 H 0.805 1.989 2.323
28 H -0.302 4.317 2.849
29 H -1.465 4.011 4.173
30 H -1.374 2.921 2.860
31 H 0.755 3.349 4.990
32 H -0.961 1.563 5.429
33 H 0.715 0.973 5.315
34 H 0.420 -0.994 4.669
35 H -0.619 -1.346 3.242
36 H -1.370 -0.878 4.824
37 C -1.715 1.195 -0.192
38 C -0.630 2.184 -0.589
39 O -0.092 2.791 0.352
40 O -0.389 2.449 -1.796
41 H -1.313 0.444 0.488
42 H -2.143 0.648 -1.036
43 H -2.512 1.772 0.275
44 C 1.797 -0.187 1.157
45 C 2.556 -0.614 2.411
46 O 2.867 0.306 3.258
47 O 2.806 -1.800 2.581
48 H 1.580 -1.054 0.528
49 H 2.472 0.433 0.561
50 H 0.843 0.270 1.388
51 C -3.049 -2.521 0.088
52 C -2.855 -3.666 -0.908
53 O -3.297 -3.565 -2.092
54 O -2.231 -4.690 -0.517
55 H -3.754 -2.845 0.852
56 H -3.334 -1.630 -0.475
57 H -2.113 -2.284 0.602


Which value of spin multiplicity does entry 2 give?
1


spin multiplicity of number 4 (C14H34AgCl3O9P2)?
2